No. 1
This record from the Open Molecules 2025 dataset describes a 13-piece molecular cluster, C78H71F7O12 overall. The level of theory is wB97M-V/def2-TZVPD.

Atoms and positions in Å:
F  5.361  6.508  -2.526
C  4.304  6.139  -1.765
C  4.128  4.806  -1.483
C  3.047  4.559  -0.587
C  2.190  5.601  -0.129
C  2.408  6.900  -0.565
C  3.427  7.174  -1.380
H  4.781  4.012  -1.814
H  2.842  3.567  -0.212
H  1.602  5.523  0.773
H  2.012  7.849  -0.234
H  3.592  8.179  -1.741
F  6.476  1.460  -2.373
C  6.169  0.415  -1.619
C  4.812  0.010  -1.472
C  4.533  -1.004  -0.587
C  5.522  -1.513  0.272
C  6.883  -1.194  0.116
C  7.178  -0.236  -0.911
H  4.104  0.456  -2.156
H  3.501  -1.307  -0.482
H  5.129  -2.185  1.020
H  7.657  -1.669  0.701
H  8.191  0.109  -1.057
F  -2.171  -3.627  -1.213
C  -3.149  -4.251  -0.404
C  -4.417  -4.482  -0.871
C  -5.421  -4.962  -0.026
C  -5.096  -5.281  1.292
C  -3.812  -5.031  1.806
C  -2.871  -4.506  0.951
H  -4.562  -4.265  -1.919
H  -6.445  -4.879  -0.357
H  -5.913  -5.400  1.989
H  -3.641  -5.129  2.868
H  -1.891  -4.289  1.349
F  2.910  -3.310  -0.051
C  1.937  -4.248  0.193
C  1.693  -4.460  1.534
C  0.719  -5.397  1.874
C  -0.056  -6.041  0.906
C  0.177  -5.776  -0.413
C  1.191  -4.953  -0.784
H  2.224  -3.953  2.327
H  0.594  -5.629  2.921
H  -0.814  -6.672  1.346
H  -0.519  -6.062  -1.189
H  1.271  -4.700  -1.831
F  -2.495  -4.656  4.969
C  -1.127  -4.562  5.168
C  -0.356  -5.735  5.458
C  0.985  -5.559  5.865
C  1.591  -4.303  5.756
C  0.833  -3.210  5.356
C  -0.513  -3.305  5.169
H  -0.846  -6.692  5.354
H  1.532  -6.453  6.126
H  2.647  -4.134  5.904
H  1.221  -2.214  5.204
H  -1.039  -2.407  4.878
F  -1.267  -3.454  -8.154
C  -2.087  -3.439  -7.109
C  -3.270  -4.182  -7.300
C  -4.315  -4.115  -6.364
C  -4.143  -3.405  -5.200
C  -2.918  -2.754  -4.940
C  -1.960  -2.749  -5.949
H  -3.458  -4.651  -8.254
H  -5.276  -4.518  -6.646
H  -5.016  -3.369  -4.566
H  -2.802  -2.296  -3.969
H  -1.037  -2.226  -5.748
F  -2.520  -1.705  2.703
C  -3.414  -0.839  2.153
C  -3.069  0.515  2.203
C  -3.863  1.494  1.628
C  -5.100  1.118  1.041
C  -5.481  -0.213  0.981
C  -4.607  -1.213  1.548
H  -2.214  0.876  2.755
H  -3.611  2.538  1.742
H  -5.757  1.804  0.528
H  -6.392  -0.529  0.496
H  -4.939  -2.239  1.491
C  -3.653  3.907  -2.583
C  -2.299  3.638  -2.630
C  -1.441  4.071  -1.593
C  -1.969  4.698  -0.507
C  -3.310  4.920  -0.375
C  -4.157  4.500  -1.386
O  -5.498  4.782  -1.289
O  -0.128  3.823  -1.723
H  -4.325  3.453  -3.296
H  -1.820  3.064  -3.410
H  -1.343  5.098  0.276
H  -3.772  5.500  0.410
H  -5.676  5.109  -0.405
H  0.019  3.172  -2.413
C  -3.260  0.920  -5.219
C  -4.578  1.278  -5.307
C  -5.410  1.122  -4.231
C  -4.971  0.566  -2.979
C  -3.643  0.199  -2.857
C  -2.799  0.391  -3.982
O  -1.447  0.216  -3.802
O  -6.709  1.399  -4.325
H  -2.598  0.986  -6.070
H  -4.962  1.617  -6.258
H  -5.651  0.567  -2.141
H  -3.288  -0.208  -1.921
H  -1.185  -0.280  -3.022
H  -6.920  1.740  -3.452
C  6.684  3.070  2.023
C  5.348  2.708  1.734
C  4.368  2.960  2.690
C  4.714  3.667  3.880
C  6.007  3.978  4.132
C  6.991  3.734  3.213
O  8.209  4.232  3.372
O  3.113  2.554  2.486
H  7.456  2.893  1.290
H  5.064  2.092  0.894
H  3.973  3.945  4.614
H  6.314  4.538  5.003
H  8.140  4.675  4.221
H  2.485  3.251  2.688
C  0.683  0.140  -0.774
C  1.531  0.551  0.274
C  1.429  -0.245  1.459
C  0.620  -1.392  1.566
C  -0.222  -1.727  0.487
C  -0.161  -1.047  -0.657
O  -1.079  -1.385  -1.655
O  2.162  0.007  2.588
H  0.661  0.688  -1.704
H  2.251  1.356  0.258
H  0.754  -1.905  2.507
H  -0.934  -2.535  0.573
H  -1.575  -2.140  -1.331
H  2.667  0.808  2.429
C  2.720  2.460  -3.803
C  3.978  2.071  -4.295
C  4.050  1.017  -5.143
C  2.907  0.331  -5.671
C  1.656  0.677  -5.115
C  1.621  1.714  -4.208
O  0.387  2.106  -3.773
O  5.332  0.701  -5.513
H  2.538  3.259  -3.100
H  4.903  2.457  -3.893
H  3.161  -0.348  -6.471
H  0.796  0.165  -5.521
H  -0.349  1.561  -4.062
H  5.997  1.354  -5.282
C  -0.546  0.469  5.630
C  -1.917  0.289  5.951
C  -2.516  1.168  6.941
C  -1.752  2.110  7.655
C  -0.353  2.113  7.399
C  0.202  1.398  6.330
O  1.528  1.558  6.043
O  -3.848  1.162  7.112
H  -0.131  -0.148  4.846
H  -2.466  -0.480  5.428
H  -2.239  2.683  8.431
H  0.199  2.730  8.092
H  1.633  1.325  5.118
H  -4.060  0.304  6.736

strongest force on any atom = 3.88 eV Å⁻¹
LUMO level (spin up / spin down) = 2.01 / 2.00 eV
spin multiplicity = 2
expectation value of S² = 0.76
charge = -1
HOMO-LUMO gap (spin up / spin down) = 2.164 / 6.122 eV

Löwdin atomic charge list, values in e, 4 entries:
1. F 0.0373
2. C -0.2651
3. C -0.0002
4. C -0.0497

***

No. 2
This record from the Open Molecules 2025 dataset describes C78H76ClNO2P3STeTi as an isolated structure. The level of theory is wB97M-V/def2-TZVPD.

Atoms and positions in Å:
Ti  -0.009  -0.302  0.089
O  -0.329  -0.616  1.941
S  -1.701  -1.294  1.996
C  -2.787  -0.257  2.996
C  -3.787  -1.036  3.587
C  -4.871  -0.502  4.263
C  -4.976  0.867  4.320
C  -6.034  1.732  4.938
C  -5.581  3.177  4.633
C  -4.312  3.025  3.846
C  -3.498  3.971  3.268
C  -2.418  3.527  2.524
C  -2.083  2.169  2.347
P  -0.764  1.928  1.120
C  0.691  2.826  1.785
C  0.702  3.652  2.902
C  1.853  4.346  3.240
C  2.997  4.227  2.469
C  3.008  3.367  1.381
C  1.867  2.658  1.051
C  -1.270  3.144  -0.165
C  -0.343  3.866  -0.909
C  -0.762  4.720  -1.913
C  -2.105  4.831  -2.222
C  -3.033  4.094  -1.507
C  -2.622  3.269  -0.478
C  -2.884  1.163  2.969
C  -4.000  1.663  3.695
C  -1.440  -2.702  3.034
C  -1.351  -2.672  4.428
C  -1.378  -3.839  5.186
C  -1.569  -5.048  4.547
C  -1.756  -6.450  5.059
C  -2.008  -7.310  3.791
C  -1.840  -6.361  2.637
C  -1.914  -6.531  1.270
C  -1.690  -5.435  0.445
C  -1.445  -4.145  0.943
P  -0.821  -2.902  -0.243
C  -2.230  -2.757  -1.399
C  -3.520  -3.111  -1.017
C  -4.574  -2.953  -1.900
C  -4.349  -2.440  -3.166
C  -3.068  -2.080  -3.549
C  -2.013  -2.225  -2.669
C  0.287  -4.075  -1.139
C  0.150  -4.542  -2.439
C  1.098  -5.402  -2.966
C  2.179  -5.807  -2.205
C  2.302  -5.373  -0.895
C  1.360  -4.516  -0.367
C  -1.482  -3.932  2.337
C  -1.622  -5.074  3.145
H  -3.703  -2.109  3.516
H  -5.601  -1.150  4.721
H  -6.109  1.546  6.011
H  -7.012  1.512  4.503
H  -5.413  3.750  5.547
H  -6.333  3.715  4.053
H  -3.705  5.028  3.356
H  -1.812  4.267  2.020
H  -0.179  3.750  3.518
H  1.848  4.994  4.106
H  3.882  4.793  2.717
H  3.909  3.260  0.792
H  1.858  1.959  0.211
H  0.714  3.791  -0.689
H  -0.034  5.303  -2.455
H  -2.427  5.496  -3.009
H  -4.084  4.167  -1.745
H  -3.363  2.727  0.094
H  -1.301  -1.714  4.922
H  -1.285  -3.776  6.260
H  -2.595  -6.504  5.758
H  -0.865  -6.787  5.597
H  -3.022  -7.717  3.788
H  -1.321  -8.156  3.732
H  -2.116  -7.497  0.830
H  -1.714  -5.575  -0.627
H  -3.691  -3.518  -0.029
H  -5.571  -3.237  -1.596
H  -5.170  -2.311  -3.854
H  -2.886  -1.672  -4.532
H  -1.017  -1.918  -2.960
H  -0.696  -4.241  -3.039
H  0.986  -5.753  -3.981
H  2.927  -6.460  -2.628
H  3.136  -5.697  -0.290
H  1.434  -4.184  0.665
C  6.555  0.325  -6.702
C  5.407  0.512  -5.761
C  5.603  0.610  -4.395
C  4.546  0.797  -3.514
C  4.863  0.833  -2.047
C  3.250  0.914  -4.016
Te  1.564  1.386  -2.680
N  -0.398  0.603  -1.462
C  -1.294  0.723  -2.388
O  -1.018  0.961  -3.588
C  -2.747  0.624  -2.013
C  -3.715  0.961  -2.951
C  -5.054  0.922  -2.612
C  -5.442  0.540  -1.337
C  -4.481  0.193  -0.400
C  -3.142  0.239  -0.738
C  1.360  3.238  -3.779
C  0.292  3.435  -4.639
C  0.194  4.589  -5.396
C  1.175  5.560  -5.303
C  2.231  5.380  -4.428
C  2.332  4.231  -3.653
C  3.478  4.080  -2.708
C  3.030  0.761  -5.386
C  1.648  0.784  -5.958
C  4.108  0.576  -6.240
H  7.495  0.237  -6.164
H  6.622  1.171  -7.385
H  6.407  -0.575  -7.297
H  6.606  0.539  -4.000
H  4.879  -0.185  -1.656
H  4.115  1.408  -1.502
H  5.843  1.274  -1.877
H  -3.394  1.248  -3.942
H  -5.799  1.189  -3.349
H  -6.489  0.516  -1.070
H  -4.774  -0.104  0.598
H  -2.379  -0.027  -0.004
H  -0.471  2.674  -4.702
H  -0.645  4.725  -6.060
H  1.122  6.455  -5.905
H  2.997  6.139  -4.342
H  3.889  5.045  -2.426
H  4.266  3.490  -3.173
H  3.146  3.555  -1.811
H  0.914  0.606  -5.168
H  1.549  0.020  -6.729
H  1.443  1.755  -6.408
H  3.928  0.481  -7.302
Cl  1.629  -1.501  -2.156
C  1.870  -0.946  -0.483
H  2.708  -0.241  -0.535
H  2.217  -1.834  0.061
C  0.968  0.731  4.644
C  2.357  0.782  4.025
P  2.423  -0.152  2.412
C  2.488  -1.902  3.070
C  3.685  -2.314  3.916
C  4.225  0.121  1.936
C  5.212  0.580  3.002
H  0.867  1.492  5.416
H  0.777  -0.240  5.097
H  0.209  0.906  3.883
H  3.099  0.416  4.737
H  2.606  1.817  3.780
H  2.417  -2.566  2.203
H  1.564  -2.031  3.640
H  4.603  -2.294  3.335
H  3.539  -3.332  4.277
H  3.801  -1.667  4.782
H  4.216  0.869  1.140
H  4.569  -0.814  1.485
H  4.916  1.539  3.417
H  6.201  0.691  2.557
H  5.290  -0.137  3.813

strongest force on any atom = 4.40 eV Å⁻¹
LUMO level (spin up / spin down) = -0.53 / -0.52 eV
energy relative to the best compared isomer or geometry (same formula, charge and spin) = 2.664 eV
spin multiplicity = 2
expectation value of S² = 0.79
charge = 0
HOMO-LUMO gap (spin up / spin down) = 4.113 / 5.280 eV

Löwdin atomic charge list, values in e, 4 entries:
1. Ti 0.5768
2. O -0.7402
3. S 0.9656
4. C -0.2673